1.
Molecular formula: C27H46BN6OsSe3Te
Method: DFT, the ωB97M-V functional and the def2-TZVPD basis

Values from the calculation:
Strongest force on any atom   0.0324 Eh/bohr
Gap between HOMO and LUMO (alpha / beta)   6.52 / 5.67 eV
Electronic energy   -244159.78410 eV
Energy relative to the best compared isomer or geometry (same formula, charge and spin)   54.9 kJ/mol

```
! wB97M-V def2-TZVPD RIJCOSX def2/J DEFGRID3
* xyz 1 5
Os -1.17085 -1.42609 -0.94464
C -1.84135 0.24101 -4.10663
C -2.54143 1.25195 -3.20326
C -2.83707 2.52800 -3.99287
C -1.73761 1.58764 -1.97086
C -1.52899 2.85277 -1.44673
C -0.68629 2.70742 -0.36054
C -0.16954 3.89651 0.40777
C 1.04727 4.49340 -0.31164
C 0.10200 3.69983 1.89447
N -0.40294 1.39264 -0.22309
N -1.06570 0.70157 -1.22010
B 0.59982 0.61373 0.69538
N -0.21659 -0.32225 1.65125
N -1.32412 -0.95639 1.14626
C -2.01010 -1.47265 2.18609
C -1.30318 -1.22213 3.35210
C -0.16573 -0.51871 2.98596
C 0.98742 -0.24059 3.91978
C 1.33054 1.22176 4.19267
C 2.21158 -1.04843 3.46927
C -3.34218 -2.15043 2.07406
C -3.47834 -3.28893 3.08489
C -4.45707 -1.11333 2.25517
N 1.51504 -0.23692 -0.24376
N 0.88848 -1.21151 -0.96776
C 1.80451 -1.78996 -1.77572
C 3.02380 -1.18939 -1.54555
C 2.81643 -0.20354 -0.58252
C 3.94276 0.70497 -0.13004
C 3.76164 1.61375 1.08004
C 4.37909 1.55077 -1.33816
C 1.50978 -2.86522 -2.78758
C 2.02257 -4.22892 -2.30861
C 0.04808 -2.89297 -3.22492
H -2.42477 0.07822 -5.01360
H -0.84942 0.60249 -4.39088
H -1.73135 -0.72244 -3.61747
H -3.49697 0.83000 -2.87925
H -1.91184 3.04362 -4.25869
H -3.36332 2.27966 -4.91388
H -3.46520 3.21858 -3.42898
H -1.92162 3.78574 -1.81286
H -0.97803 4.62523 0.31923
H 1.86099 3.76890 -0.36303
H 0.79744 4.78835 -1.33125
H 1.40710 5.37468 0.22148
H 1.12215 3.37057 2.06822
H -0.02552 4.64853 2.41732
H -0.57734 2.97467 2.34356
H 1.25544 1.34592 1.34394
H -1.56283 -1.52933 4.35198
H 0.65179 -0.66477 4.86813
H 1.87364 1.66890 3.36686
H 0.43713 1.81601 4.38294
H 1.96598 1.27852 5.07750
H 2.47360 -0.82542 2.43417
H 3.07123 -0.81879 4.10077
H 2.01725 -2.11992 3.53737
H -3.43978 -2.56129 1.07141
H -3.55147 -2.90154 4.10304
H -4.38986 -3.85381 2.88586
H -2.62957 -3.97369 3.04298
H -4.40535 -0.66414 3.24872
H -4.38186 -0.31598 1.51429
H -5.43284 -1.58905 2.14455
H 3.95864 -1.42297 -2.02834
H 4.75959 0.01785 0.10686
H 3.03066 2.39730 0.89468
H 3.47071 1.07413 1.97814
H 4.71835 2.09730 1.28210
H 3.56442 2.20598 -1.65596
H 5.23168 2.17355 -1.06559
H 4.66791 0.93435 -2.18839
H 2.09044 -2.59829 -3.67424
H 1.55305 -4.52834 -1.37229
H 1.81142 -4.99377 -3.05703
H 3.10052 -4.20023 -2.14883
H -0.63978 -3.04876 -2.36522
H -0.21856 -1.97979 -3.75105
H -0.15912 -3.73596 -3.88862
Se -3.51020 -1.50801 -1.54060
Se -3.78767 -3.52587 -2.68745
Te -2.73209 -5.19511 -1.15732
Se -1.01649 -3.80116 -0.22543
*
```

Atom charges from the Löwdin analysis, given in e for atoms 1 to 8:
1 Os 0.956
2 C -0.088
3 C -0.398
4 C -0.068
5 C -0.240
6 C 0.042
7 C -0.165
8 C -0.336

***

2.
Molecular formula: C27H46BiN8S
Method: DFT, the ωB97M-V functional and the def2-TZVPD basis

Values from the calculation:
Strongest force on any atom   0.0089 Eh/bohr
Gap between HOMO and LUMO   7.95 eV
Electronic energy   -57317.80414 eV
Energy relative to the best compared isomer or geometry (same formula, charge and spin)   0.0 kJ/mol

```
! wB97M-V def2-TZVPD RIJCOSX def2/J DEFGRID3
* xyz 3 1
Bi 0.34406 -0.36930 0.18623
C -1.39166 2.97899 3.13804
C -0.52107 2.00458 2.40845
N -0.91114 0.84929 2.00363
N -2.19608 0.45669 2.27642
C -2.66625 -0.73114 1.84557
N -3.91109 -1.03398 2.15935
S -1.73155 -1.86875 0.97582
C 0.91988 2.32258 2.16287
C 1.52716 3.42659 2.72582
C 2.89386 3.61472 2.53179
C 3.60167 2.69697 1.78091
C 2.91505 1.61730 1.24403
N 1.61033 1.43161 1.43178
H -2.41795 2.95950 2.77060
H -1.03712 3.99656 3.00124
H -1.39516 2.77021 4.21176
H -2.80922 1.09403 2.76471
H -4.50009 -0.43977 2.72512
H -4.30194 -1.91348 1.85415
H 0.96736 4.13151 3.32268
H 3.39243 4.46778 2.97327
H 4.66406 2.80550 1.61178
H 3.42931 0.87104 0.64669
C 1.56929 -3.86196 -1.00285
C 1.35473 -2.47457 -1.57230
C 2.42115 -1.55197 -1.58641
C 3.73871 -1.91335 -0.93637
C 2.27646 -0.31961 -2.24094
C 3.46292 0.60464 -2.39911
C 1.03548 0.03518 -2.81164
C 0.90419 1.39455 -3.46016
C -0.02883 -0.88269 -2.80039
C -1.31518 -0.61975 -3.55053
C 0.12213 -2.13268 -2.16197
C -1.02206 -3.11860 -2.16869
H 1.40141 -3.90788 0.07778
H 2.58552 -4.20149 -1.18926
H 0.90796 -4.58853 -1.46517
H 4.42126 -2.35706 -1.66631
H 3.61031 -2.63833 -0.13560
H 4.24675 -1.04128 -0.52487
H 3.52713 1.34955 -1.59934
H 3.40870 1.15788 -3.33328
H 4.39986 0.05332 -2.41256
H 1.36746 1.40617 -4.44942
H 1.40641 2.16289 -2.87174
H -0.12846 1.70489 -3.59400
H -2.17544 -0.49355 -2.88636
H -1.54952 -1.47310 -4.18753
H -1.26100 0.24853 -4.19821
H -0.97547 -3.75586 -3.05658
H -1.98897 -2.61984 -2.18515
H -1.00434 -3.77668 -1.30270
C -3.70561 2.06361 -2.76542
C -3.89863 1.89919 -1.25915
C -5.27078 1.31016 -0.96012
C -3.73939 3.24076 -0.55134
N -2.93558 0.93423 -0.64915
N -1.55141 1.22586 -0.91901
H -4.43573 2.77092 -3.15782
H -3.85405 1.11794 -3.29223
H -2.72135 2.46478 -3.02386
H -6.05423 1.92982 -1.39540
H -5.44595 1.24966 0.11564
H -5.37064 0.30882 -1.38862
H -4.52611 3.92640 -0.86529
H -2.79305 3.73740 -0.78998
H -3.82146 3.11583 0.53183
H -3.10673 0.00699 -1.02836
H -1.41351 2.18773 -0.61392
H -1.35297 1.23250 -1.92283
C 2.15833 -3.84083 4.38960
N 2.81267 -3.05577 3.31822
C 4.28832 -3.05978 3.24162
C 2.11109 -2.32198 2.52303
N 1.49056 -1.66970 1.78498
H 2.48579 -4.87441 4.30448
H 1.07971 -3.79137 4.26988
H 2.44377 -3.43572 5.35814
H 4.62351 -4.09164 3.16362
H 4.70006 -2.60144 4.13858
H 4.60991 -2.50780 2.36187
*
```

Atom charges from the Löwdin analysis, given in e for atoms 1 to 8:
1 Bi 1.803
2 C 0.021
3 C -0.223
4 N -0.038
5 N 0.022
6 C -0.780
7 N 0.170
8 S 0.677

***

3.
Molecular formula: C27H46Cl2F6N3O5SiV
Method: DFT, the ωB97M-V functional and the def2-TZVPD basis

Values from the calculation:
Strongest force on any atom   0.0665 Eh/bohr
Gap between HOMO and LUMO (alpha / beta)   5.23 / 5.69 eV
Electronic energy   -118373.54309 eV
Energy relative to the best compared isomer or geometry (same formula, charge and spin)   243.8 kJ/mol

```
! wB97M-V def2-TZVPD RIJCOSX def2/J DEFGRID3
* xyz -1 4
C -1.99485 -2.15175 -4.43029
C -1.52051 -0.73295 -4.42696
H -2.93199 -2.23534 -4.98208
H -2.15709 -2.50383 -3.40126
H -1.25141 -2.81635 -4.89696
C -2.02731 0.25127 -5.18095
C -3.22926 0.04034 -6.04150
H -1.60548 1.25628 -5.14517
H -4.03824 -0.44022 -5.46496
H -3.01016 -0.59837 -6.91190
H -3.61549 0.99411 -6.41509
V -0.25195 -0.80960 0.83972
Cl -1.62626 -1.85045 2.60991
C 1.83404 1.16255 -0.48625
O 0.84879 0.94169 0.25126
N 2.76744 2.07758 -0.19712
C 2.49412 3.13481 0.77561
C 3.96143 2.21783 -1.01343
H 1.98079 0.62193 -1.43445
H 1.94815 2.72469 1.63060
H 1.91207 3.95065 0.31647
H 3.46102 3.53473 1.09383
H 4.25917 1.23689 -1.40731
H 4.75889 2.62107 -0.38054
H 3.78154 2.89699 -1.85888
H 2.04850 0.20492 5.98788
H 1.63871 -2.16785 6.37545
C 1.34421 0.22077 5.15002
C 0.97529 -2.21974 5.50764
N 1.29880 -1.13264 4.59702
H 1.68292 0.91836 4.38030
C 1.14101 -1.33663 3.29991
O 0.98438 -0.39568 2.46431
H 1.11395 -3.16698 4.98252
H 1.11917 -2.39311 2.98309
H 0.35292 0.52364 5.51664
H -0.07178 -2.16216 5.84466
H -3.66601 0.17843 -1.77240
H -2.56892 2.71602 -2.58395
C -3.99762 0.90072 -1.01129
C -2.81599 3.01066 -1.55276
N -2.92092 1.83474 -0.70394
H -4.33386 0.38072 -0.10997
C -1.92790 1.53090 0.14391
O -1.89711 0.49776 0.86908
H -2.03756 3.67251 -1.15513
H -1.10043 2.26127 0.18287
H -4.81929 1.49894 -1.42236
H -3.78192 3.53133 -1.56534
O -1.22440 -0.19312 -2.21805
C -0.51095 -0.42683 -3.31418
C 0.29788 1.99234 -3.27857
C 0.52956 0.66744 -3.63439
H -0.65271 2.23039 -2.80002
C 1.28094 2.96055 -3.51719
H 0.07589 -1.36143 -3.23459
C 1.73138 0.30377 -4.23595
H 1.08513 4.00131 -3.23539
C 2.48454 2.59035 -4.10613
C 2.71785 1.26182 -4.45416
H 1.86722 -0.73210 -4.54266
H 3.25957 3.33953 -4.28939
H 3.65646 0.96234 -4.90982
Si -2.89452 -2.99412 1.04759
Cl -1.67465 -2.05529 -0.50463
C -4.32143 -1.97770 1.75336
C -2.08204 -4.54986 1.75969
C -3.90353 -3.91085 -0.31577
H -4.12763 -0.89982 1.68021
H -4.47613 -2.22405 2.81002
H -5.25679 -2.19979 1.22663
H -4.51472 -3.20218 -0.88863
H -4.58080 -4.63756 0.15071
H -3.25462 -4.45221 -1.01855
H -0.99562 -4.51921 1.58287
H -2.47451 -5.45374 1.27472
H -2.25402 -4.66755 2.83720
C 3.32992 -2.30785 0.91105
C 2.23792 -2.67452 -0.07715
O 1.07201 -1.95881 0.03290
C 2.80497 -2.48006 -1.53590
F 3.88635 -3.26919 -1.79766
F 1.88880 -2.68805 -2.51320
F 3.23987 -1.17864 -1.67812
C 1.91095 -4.21103 0.08736
F 3.04259 -4.97634 0.13381
F 1.25569 -4.40175 1.28272
F 1.10724 -4.69108 -0.88808
H 3.55281 -1.24045 0.80246
H 4.22043 -2.91302 0.70252
H 2.97863 -2.50062 1.93010
*
```

Atom charges from the Löwdin analysis, given in e for atoms 1 to 8:
1 C -0.042
2 C -0.235
3 H 0.056
4 H 0.069
5 H 0.086
6 C -0.137
7 C -0.140
8 H 0.092

***

Q: strongest force on any atom of number 1 (C27H46BN6OsSe3Te)?
A: 0.0324 Eh/bohr

***

Q: energy relative to the best compared isomer or geometry (same formula, charge and spin) of number 3 (C27H46Cl2F6N3O5SiV)?
A: 243.8 kJ/mol

***

Q: The lowest strongest force on any atom belongs to which entry?
A: C27H46BiN8S

***

Q: Among the records above, which one has the lowest energy relative to the best compared isomer or geometry (same formula, charge and spin)?
A: C27H46BiN8S